Record 1
DFT (the ωB97M-V functional and the def2-TZVPD basis) results for C2H5NO as an isolated structure at a distorted geometry.

LUMO in eV: 0.8
HOMO energy in eV: -9.095
Max |F| in eV Å⁻¹: 5.35
Charge: 0
Energy above the lowest of the compared OMol25 structures with the same formula, charge and spin in kJ/mol: 457.6

Each line ends with the Löwdin charge.
Element x y z (Å)
C 1.040 0.412 0.726  -0.020
C -1.113 -0.441 -0.268  0.116
N 0.545 0.442 -0.428  -0.329
O 0.947 0.851 -1.499  -0.045
H 2.090 0.812 0.904  0.113
H 0.480 -0.220 1.404  0.065
H -1.634 -0.016 0.475  0.010
H -0.664 -1.406 -0.186  0.055
H -1.689 -0.433 -1.128  0.033

Record 2
DFT (the ωB97M-V functional and the def2-TZVPD basis) results for a 2-piece molecular cluster, C2H5NO overall at a distorted geometry.

LUMO in eV: 1.1
HOMO energy in eV: -9.497
Max |F| in eV Å⁻¹: 2.70
SMILES string: C=N.C=O
Charge: 0
Energy above the lowest of the compared OMol25 structures with the same formula, charge and spin in kJ/mol: 293.8

Each line ends with the Löwdin charge.
Element x y z (Å)
C -0.425 -1.512 -0.593  -0.115
N -1.340 -1.036 0.143  0.009
H -0.417 -2.603 -0.697  0.064
H 0.372 -0.942 -1.056  0.050
H -2.227 -1.530 0.071  0.047
C 0.356 1.474 0.290  -0.166
O 1.508 1.117 0.220  -0.031
H -0.293 1.029 1.065  0.064
H 0.074 2.438 -0.155  0.078

Record 3
DFT (the ωB97M-V functional and the def2-TZVPD basis) results for one molecule with the formula C2H5NO at a distorted geometry.

LUMO in eV: 0.9
HOMO energy in eV: -9.820
Max |F| in eV Å⁻¹: 1.32
SMILES string: CNC=O
Charge: 0
Energy above the lowest of the compared OMol25 structures with the same formula, charge and spin in kJ/mol: 57.4

Each line ends with the Löwdin charge.
Element x y z (Å)
C -0.359 -1.313 1.092  -0.093
N -0.483 -0.120 0.272  -0.041
C 0.482 0.340 -0.544  -0.383
O 0.450 1.425 -1.117  -0.005
H 0.503 -1.276 1.759  0.080
H -0.281 -2.199 0.459  0.081
H -1.275 -1.411 1.678  0.084
H -1.218 0.548 0.490  0.143
H 1.309 -0.386 -0.648  0.135

Record 4
DFT (the ωB97M-V functional and the def2-TZVPD basis) results for a 2-piece molecular cluster, C2H5NO overall.

LUMO in eV: 1.0
HOMO energy in eV: -10.231
Max |F| in eV Å⁻¹: 0.73
SMILES string: C=N.C=O
Charge: 0
Energy above the lowest of the compared OMol25 structures with the same formula, charge and spin in kJ/mol: 239.1

Each line ends with the Löwdin charge.
Element x y z (Å)
C 1.397 -4.160 2.369  -0.162
N 0.942 -3.015 2.112  0.011
H 0.704 -4.913 2.752  0.053
H 2.420 -4.535 2.270  0.060
H 1.674 -2.377 1.787  0.037
C -1.307 3.104 -2.145  -0.149
O -1.174 4.287 -2.287  -0.008
H -0.946 2.617 -1.223  0.078
H -1.798 2.481 -2.910  0.078

Record 5
DFT (the ωB97M-V functional and the def2-TZVPD basis) results for one molecule with the formula C2H5NO at a distorted geometry.

Spin multiplicity: 3
LUMO (alpha / beta) in eV: 0.8 / -1.9
HOMO energy (alpha / beta) in eV: -7.564 / -10.143
Max |F| in eV Å⁻¹: 3.69
⟨S²⟩: 2.01
Charge: 0
Energy above the lowest of the compared OMol25 structures with the same formula, charge and spin in kJ/mol: 46.9

Each line ends with the Löwdin spin population.
Element x y z (Å)
C 1.576 0.266 -0.034  0.854
C -0.682 -0.581 -0.167  0.123
N 0.636 -0.941 0.090  0.849
O -1.044 0.854 0.098  0.006
H 2.623 0.062 0.107  0.053
H 1.117 1.293 -0.005  0.044
H -1.430 -1.152 0.500  0.025
H -0.902 -0.876 -1.197  0.045
H -1.894 1.076 0.607  0.001

Record 6
DFT (the ωB97M-V functional and the def2-TZVPD basis) results for a 2-piece molecular cluster, C2H5NO overall at a distorted geometry.

Spin multiplicity: 2
LUMO (alpha / beta) in eV: -6.7 / -10.7
HOMO energy (alpha / beta) in eV: -15.780 / -14.770
Max |F| in eV Å⁻¹: 4.28
⟨S²⟩: 0.76
Charge: +1
Energy above the lowest of the compared OMol25 structures with the same formula, charge and spin in kJ/mol: 332.2

Each line ends with the Löwdin spin population.
Element x y z (Å)
C -1.987 -0.676 -0.229  0.027
N -1.884 0.541 0.090  0.136
H -2.337 -1.128 -1.205  0.013
H -1.585 -1.320 0.558  0.015
H -2.028 1.137 -0.719  0.010
O 2.596 0.066 -0.110  0.558
C 1.455 0.133 0.330  0.106
H 0.896 1.019 0.753  0.061
H 0.668 -0.761 0.256  0.074

Record 7
DFT (the ωB97M-V functional and the def2-TZVPD basis) results for one molecule with the formula C2H5NO2 at a distorted geometry.

LUMO in eV: 0.6
HOMO energy in eV: -9.852
Max |F| in eV Å⁻¹: 2.89
SMILES string: NCC(=O)O
Charge: 0
Energy above the lowest of the compared OMol25 structures with the same formula, charge and spin in kJ/mol: 73.9

Each line ends with the Löwdin charge.
Element x y z (Å)
N -0.041 1.138 -1.243  0.007
C -0.217 -0.228 -0.739  -0.186
C -0.135 -0.589 0.757  -0.561
O -1.026 -1.189 1.294  0.086
O 0.968 -0.283 1.426  0.075
H -0.721 1.683 -0.789  0.046
H 0.805 1.533 -0.837  0.072
H 0.646 -0.855 -1.247  0.158
H -1.224 -0.563 -1.020  0.117
H 0.945 -0.647 2.398  0.186

Record 8
DFT (the ωB97M-V functional and the def2-TZVPD basis) results for one molecule with the formula C2H5NO2 at a distorted geometry.

LUMO in eV: 0.4
HOMO energy in eV: -9.868
Max |F| in eV Å⁻¹: 6.81
SMILES string: CC(=O)NO
Charge: 0
Energy above the lowest of the compared OMol25 structures with the same formula, charge and spin in kJ/mol: 558.4

Each line ends with the Löwdin charge.
Element x y z (Å)
C 1.393 -0.393 -0.179  -0.022
C 0.201 0.482 0.002  -0.445
O 0.268 1.780 0.055  -0.003
N -1.056 -0.262 0.417  -0.111
O -2.106 0.418 -0.313  -0.176
H 1.471 -1.067 0.576  0.034
H 2.400 0.392 -0.428  0.190
H 0.995 -0.826 -1.050  0.061
H -0.893 0.028 1.646  0.236
H -2.674 -0.551 -0.726  0.236

Record 9
DFT (the ωB97M-V functional and the def2-TZVPD basis) results for C2H5NO2 as an isolated structure at a distorted geometry.

LUMO in eV: 0.4
HOMO energy in eV: -9.681
Max |F| in eV Å⁻¹: 4.10
Charge: 0
Energy above the lowest of the compared OMol25 structures with the same formula, charge and spin in kJ/mol: 155.1

Each line ends with the Löwdin charge.
Element x y z (Å)
C 0.078 -0.783 0.034  -0.051
C 1.278 0.194 0.026  -0.601
H -1.550 0.502 1.002  0.177
H -1.825 0.077 -0.596  0.075
H -0.119 -1.177 -0.977  0.117
H 0.019 -1.620 0.803  0.140
H -0.151 1.240 -0.348  0.087
N -1.065 0.306 0.008  -0.016
O 0.917 1.469 0.034  0.003
O 2.418 -0.209 0.015  0.069

Record 10
DFT (the ωB97M-V functional and the def2-TZVPD basis) results for one molecule with the formula C2H5NO2 at a distorted geometry.

LUMO in eV: 0.5
HOMO energy in eV: -9.973
Max |F| in eV Å⁻¹: 3.61
SMILES string: NCC(=O)O
Charge: 0
Energy above the lowest of the compared OMol25 structures with the same formula, charge and spin in kJ/mol: 129.2

Each line ends with the Löwdin charge.
Element x y z (Å)
N -1.342 -0.065 0.601  -0.026
C -0.322 0.117 -0.482  -0.190
C 1.099 0.214 -0.090  -0.468
O 1.999 0.739 -0.697  0.112
O 1.341 -0.709 0.984  0.057
H -2.219 -0.074 0.038  0.076
H -1.574 0.758 1.155  0.064
H -0.412 -0.914 -1.080  0.174
H -0.798 0.853 -1.158  0.119
H 2.228 -0.918 0.729  0.083

Record 11
DFT (the ωB97M-V functional and the def2-TZVPD basis) results for a 2-piece molecular cluster, C2H5NO2 overall at a distorted geometry.

LUMO in eV: 0.9
HOMO energy in eV: -9.555
Max |F| in eV Å⁻¹: 4.32
SMILES string: [H]/N=C/O.C=O
Charge: 0
Energy above the lowest of the compared OMol25 structures with the same formula, charge and spin in kJ/mol: 304.4

Each line ends with the Löwdin charge.
Element x y z (Å)
H 0.504 2.318 1.319  0.067
N 0.839 1.575 0.705  0.127
C 0.212 0.499 0.878  -0.254
O 0.807 -0.695 0.178  -0.084
H -0.440 0.172 1.689  0.138
H 1.545 -0.315 -0.330  0.107
C -0.762 -0.901 -1.055  -0.162
O -1.490 -0.011 -0.502  -0.135
H -0.282 -0.672 -2.019  0.098
H -0.932 -1.971 -0.862  0.097

Record 12
DFT (the ωB97M-V functional and the def2-TZVPD basis) results for one molecule with the formula C2H5NO2 at a distorted geometry.

LUMO in eV: 0.7
HOMO energy in eV: -9.650
Max |F| in eV Å⁻¹: 4.11
SMILES string: CN(O)C=O
Charge: 0
Energy above the lowest of the compared OMol25 structures with the same formula, charge and spin in kJ/mol: 321.5

Each line ends with the Löwdin charge.
Element x y z (Å)
C 0.129 1.146 -0.771  -0.015
N 0.137 -0.373 -0.319  -0.141
O -1.263 -0.696 -0.426  -0.076
C 0.495 -0.764 1.007  -0.300
O -0.135 -1.577 1.647  0.038
H -0.775 1.739 -0.099  0.163
H 0.059 1.168 -1.834  0.049
H 1.168 1.472 -0.538  0.072
H -1.365 -1.517 0.076  0.078
H 1.549 -0.599 1.258  0.132